(1)
Here is an isolated molecule of C24H25NO5 from the OMol25 dataset. Energies are from wB97M-V/def2-TZVPD.

Each line ends with the Löwdin charge.
Geometry (Å):
O  0.45  -5.22  1.85  -0.081
O  -2.49  -0.12  0.76  0.092
O  0.91  -3.88  0.18  0.167
O  -2.76  -0.64  2.97  0.038
O  -0.01  -0.76  1.84  -0.075
N  -0.66  1.43  1.25  0.117
C  3.61  1.06  -0.99  -0.269
C  -2.51  0.04  1.90  -0.655
C  -2.74  -1.60  0.44  -0.057
C  1.42  1.75  -0.55  -0.217
C  -4.09  2.62  3.06  0.012
C  -0.01  -4.17  0.96  -0.362
C  0.30  -0.50  -2.54  0.052
C  -3.19  2.40  0.68  -0.133
C  -1.68  -2.50  0.29  -0.081
C  2.47  1.78  -1.23  -0.103
C  3.83  0.14  0.00  -0.026
C  -1.86  1.33  2.28  -0.089
C  -1.18  -3.49  1.21  0.092
C  0.79  -2.81  -0.61  -0.168
C  1.33  0.91  0.31  -0.109
C  5.00  1.21  -1.75  -0.030
C  1.50  -2.58  -1.83  0.020
C  0.16  0.56  1.29  -0.333
C  -2.82  2.64  2.13  -0.274
C  -0.80  -1.14  -1.62  0.014
C  2.57  -0.04  0.66  0.116
C  2.49  -1.05  -3.69  -0.004
C  -0.43  -2.02  -0.66  -0.095
C  1.40  -1.40  -2.51  -0.231
H  2.25  -1.57  -4.48  0.000
H  -2.06  -3.74  1.76  0.125
H  -1.43  1.29  3.32  0.177
H  -3.32  -2.09  1.40  0.191
H  2.63  2.56  -2.09  0.164
H  -2.54  2.52  -0.21  0.069
H  4.43  -0.64  -0.02  0.069
H  2.64  0.06  -3.74  0.074
H  3.53  -1.33  -3.29  0.090
H  2.39  -0.91  1.31  0.103
H  -1.61  -0.37  -1.54  0.123
H  -3.59  2.76  4.07  0.122
H  -4.77  3.25  2.74  0.021
H  -3.92  3.35  0.22  0.142
H  5.69  1.94  -1.18  0.107
H  2.51  -3.18  -1.55  0.185
H  -4.00  1.69  0.41  0.086
H  -3.34  -1.67  -0.55  0.174
H  0.58  2.30  -0.80  0.124
H  -2.17  3.40  2.06  0.078
H  -0.48  2.65  0.94  0.292
H  5.48  0.33  -1.85  0.002
H  4.59  1.64  -2.79  0.113
H  -4.56  1.74  3.04  0.033
H  0.08  0.02  -3.25  0.007

## Properties
**Energy relative to the best compared isomer or geometry (same formula, charge and spin)**: 20.4736 eV
**SMILES**: Cc1ccc(C(=O)N[C@H](C(=O)OCc2cc(=O)oc3cc(C)ccc23)C(C)C)cc1
**Gap between HOMO and LUMO**: 0.276 hartree
**HOMO level**: -8.51 eV

---

(2)
Here is a cluster of 5 separate species, C24H26B2BrN5O10P in total from the OMol25 dataset. Energies are from wB97M-V/def2-TZVPD.

Each line ends with the Löwdin charge.
Geometry (Å):
Br  -0.98  -0.66  -2.22  0.158
P  0.36  -0.43  -4.05  0.498
O  5.58  -2.50  -0.28  0.099
O  -1.05  2.66  3.27  0.076
O  -2.06  4.66  -3.85  0.086
O  3.92  0.29  -4.82  0.022
O  7.50  -3.39  0.04  0.056
O  -0.39  4.24  -5.11  0.072
O  0.72  1.24  -4.01  -0.451
O  -5.22  -2.68  5.62  0.065
O  -2.05  2.04  5.05  0.065
O  -4.73  -4.75  5.76  0.093
N  -1.71  1.87  3.90  -0.368
N  3.33  0.82  -2.41  0.123
N  -0.88  4.68  -4.10  -0.358
N  -5.51  -3.85  5.57  -0.356
N  6.76  -2.60  -0.51  -0.366
C  -2.17  -0.74  1.29  -0.068
C  2.24  5.86  -2.45  -0.065
C  -1.75  0.42  1.92  0.009
C  -7.81  -3.18  5.03  0.002
C  1.38  5.32  -3.39  0.002
C  -0.49  5.76  -1.93  0.000
C  -7.27  -5.53  5.24  -0.001
C  -9.13  -3.52  4.76  -0.065
C  1.73  6.35  -1.25  -0.074
C  -9.52  -4.85  4.74  -0.074
C  8.45  -0.03  -3.39  -0.077
C  -3.36  -1.41  3.28  -0.067
C  8.70  -1.81  -1.79  -0.018
C  -2.94  -0.25  3.92  -0.004
C  9.25  -0.97  -2.74  -0.085
C  0.37  6.30  -0.99  -0.067
C  7.10  0.08  -3.08  -0.047
C  0.02  5.28  -3.12  -0.146
C  7.35  -1.70  -1.50  -0.143
C  -2.14  0.65  3.23  -0.151
C  -6.90  -4.20  5.27  -0.145
C  -2.98  -1.65  1.96  -0.060
C  6.54  -0.76  -2.13  0.021
C  -8.59  -5.86  4.97  -0.067
B  3.16  -0.01  -3.63  -0.668
B  2.06  -1.29  -3.68  -0.650
H  -9.85  -2.74  4.57  0.107
H  2.41  6.76  -0.50  0.104
H  -3.31  -2.55  1.46  0.107
H  -3.23  -0.07  4.95  0.115
H  8.89  0.62  -4.14  0.101
H  10.30  -1.05  -2.98  0.098
H  -1.55  5.72  -1.73  0.118
H  -0.02  6.67  -0.05  0.106
H  -1.88  -0.93  0.26  0.000
H  -6.55  -6.32  5.43  0.119
H  3.27  0.67  -5.40  0.049
H  1.78  4.94  -4.32  0.120
H  5.49  -0.67  -1.90  0.105
H  6.48  0.80  -3.59  0.107
H  2.98  1.74  -2.67  0.050
H  0.29  1.68  -4.73  -0.017
H  2.03  -1.89  -2.62  0.007
H  -8.90  -6.89  4.95  0.107
H  -1.13  1.12  1.39  0.121
H  2.33  -2.06  -4.57  -0.001
H  -3.98  -2.11  3.81  0.075
H  -10.55  -5.10  4.53  0.105
H  2.68  0.50  -1.70  0.048
H  3.30  5.90  -2.64  0.107
H  9.32  -2.54  -1.29  0.111
H  -7.51  -2.15  5.05  0.121

## Properties
**Charge**: -1
**Gap between HOMO and LUMO**: 0.167 hartree
**HOMO level**: -4.02 eV

---

(3)
Here is a structure of composition C24H26BClMoN6O6S2 from the OMol25 dataset. Energies are from wB97M-V/def2-TZVPD.

Each line ends with the Mulliken spin population.
Geometry (Å):
Mo  -1.09  -0.54  -0.34  0.992
Cl  0.76  -1.87  -2.70  0.008
S  3.79  1.40  -3.29  0.628
S  -0.39  1.96  -0.68  -0.001
O  -2.07  -0.13  -1.98  0.035
O  1.46  -1.29  -3.80  0.001
O  0.02  -0.38  1.34  -0.031
O  0.59  -0.76  -1.69  -0.020
O  1.55  -2.90  -2.08  0.003
O  -0.52  -2.36  -3.07  0.002
N  -0.05  2.72  1.95  -0.002
N  -1.92  -2.13  0.44  -0.029
N  -2.85  0.07  0.68  -0.013
N  3.89  -0.80  -1.72  0.068
N  3.13  1.00  -0.69  0.104
N  1.81  2.54  0.84  -0.001
C  -2.99  -0.59  1.97  0.005
C  -3.00  0.78  -2.19  0.007
C  2.03  -3.78  2.51  0.006
C  -0.68  -2.61  0.11  -0.039
C  -4.90  2.13  -1.51  0.010
C  4.46  -1.68  -2.73  0.000
C  0.65  -1.48  1.79  -0.013
C  0.96  3.05  2.82  0.000
C  -4.12  2.23  -3.76  0.010
C  3.59  0.54  -1.89  -0.091
C  1.10  -3.83  1.49  -0.006
C  -3.14  1.30  -3.48  -0.004
C  3.11  -0.02  0.18  0.120
C  1.55  -1.44  2.85  0.006
C  2.24  -2.59  3.20  -0.006
C  -5.02  2.65  -2.78  -0.006
C  -2.52  -2.04  1.76  0.008
C  -3.85  0.69  0.15  0.016
C  2.12  2.94  2.12  -0.001
C  3.57  -1.15  -0.46  0.168
C  0.48  2.40  0.74  0.006
C  -3.89  1.22  -1.19  0.003
C  0.39  -2.69  1.14  0.044
C  -1.46  2.83  2.25  -0.002
B  2.86  2.51  -0.32  -0.018
H  -5.79  3.37  -3.01  0.000
H  3.89  2.95  0.14  0.011
H  0.91  -4.75  0.95  0.000
H  -1.74  3.88  2.37  0.000
H  -4.02  -0.53  2.34  0.002
H  1.72  -0.50  3.37  0.001
H  3.13  3.12  2.42  0.000
H  -2.45  0.96  -4.24  -0.001
H  2.47  3.11  -1.27  0.002
H  -4.20  2.63  -4.77  0.000
H  -1.79  -2.32  2.53  -0.001
H  -0.63  -3.29  -0.73  0.014
H  2.77  0.09  1.19  0.015
H  2.59  -4.67  2.78  0.000
H  -3.35  -2.74  1.83  -0.002
H  0.77  3.33  3.84  0.000
H  -4.75  0.82  0.76  -0.002
H  5.26  -2.26  -2.28  0.001
H  3.66  -2.17  -0.10  -0.006
H  3.69  -2.33  -3.13  0.002
H  4.86  -1.05  -3.53  0.001
H  2.96  -2.56  4.01  -0.001
H  -2.02  2.41  1.42  0.001
H  -5.59  2.44  -0.73  0.000
H  -2.33  -0.09  2.68  -0.005
H  -1.69  2.29  3.17  0.000

## Properties
**Energy relative to the best compared isomer or geometry (same formula, charge and spin)**: 2.7726 eV
**Gap between HOMO and LUMO (spin up / spin down)**: 0.273 / 0.213 hartree
**<S²>**: 2.03
**Multiplicity**: 3
**HOMO level (spin up / spin down)**: -7.75 / -8.03 eV

---

(4)
Here is a structure of composition C24H26Br2MnN3O3Si from the OMol25 dataset. Energies are from wB97M-V/def2-TZVPD.

Each line ends with the Mulliken spin population.
Geometry (Å):
Br  -0.28  -1.61  2.97  0.000
Br  -0.40  2.59  -1.78  0.030
Mn  1.01  0.05  -0.93  4.487
Si  2.92  0.89  -2.04  -0.343
O  1.28  -1.75  -0.12  0.076
O  -0.33  -0.81  -2.38  0.010
O  1.99  -3.72  0.67  0.011
N  -2.71  0.12  1.38  0.000
N  -3.25  -1.18  -0.52  0.000
N  -1.24  -0.21  -0.39  0.010
C  4.23  -0.48  -2.21  -0.023
C  -0.94  -4.19  -0.22  0.000
C  2.48  1.36  -3.85  -0.020
C  -2.25  -4.62  -0.01  0.000
C  -1.05  -2.86  1.75  0.000
C  1.46  1.33  0.58  -0.069
C  0.72  2.51  0.92  -0.078
C  -1.27  -0.83  -1.59  -0.037
C  2.32  0.83  1.53  -0.049
C  -0.72  4.85  1.67  -0.007
C  3.84  2.43  -1.37  0.000
C  0.11  4.24  2.57  0.007
C  -4.62  -1.52  -0.19  0.000
C  -2.95  -4.18  1.11  0.001
C  -0.85  4.32  0.38  0.002
C  2.46  1.39  2.81  -0.017
C  -2.62  -1.50  -1.78  0.001
C  1.13  -2.90  0.41  0.016
C  -2.41  -0.42  0.20  0.005
C  1.72  2.49  3.16  0.031
C  0.85  3.09  2.22  -0.007
C  -2.35  -3.30  2.00  0.000
C  -0.15  3.20  0.04  -0.042
C  -0.33  -3.31  0.66  0.004
H  -2.71  -5.31  -0.70  0.000
H  -1.27  5.74  1.94  0.000
H  4.27  2.24  -0.39  0.001
H  1.91  2.29  -3.91  0.002
H  -4.71  -1.74  0.88  0.000
H  -1.94  0.50  1.91  0.000
H  3.41  1.49  -4.40  -0.006
H  -4.89  -2.42  -0.73  0.000
H  -0.38  -4.56  -1.07  0.000
H  -3.15  -1.07  -2.63  0.000
H  -3.95  -4.54  1.31  0.000
H  3.13  0.94  3.53  -0.002
H  1.81  2.93  4.15  0.002
H  2.90  -0.06  1.30  -0.004
H  -5.31  -0.72  -0.45  0.000
H  5.18  -0.03  -2.52  -0.004
H  -2.52  -2.58  -1.92  0.001
H  3.18  3.29  -1.29  0.001
H  4.40  -1.03  -1.29  0.008
H  4.65  2.69  -2.06  -0.002
H  1.90  0.57  -4.34  0.002
H  0.23  4.65  3.57  0.000
H  -1.49  4.80  -0.35  -0.001
H  3.93  -1.20  -2.98  0.000
H  -3.53  -0.19  1.88  0.000
H  -2.87  -2.97  2.89  0.000

## Properties
**Energy relative to the best compared isomer or geometry (same formula, charge and spin)**: 0.4423 eV
**Gap between HOMO and LUMO (spin up / spin down)**: 0.290 / 0.278 hartree
**<S²>**: 6.25
**Multiplicity**: 5
**HOMO level (spin up / spin down)**: -7.88 / -7.57 eV

---

Number 1: maximum force 19.61 eV/Å, total energy -37002.744 eV, molar mass 407.47 g/mol. Number 2: maximum force 1.99 eV/Å, total energy -133912.680 eV, molar mass 677.00 g/mol. Number 3: maximum force 0.15 eV/Å, total energy -83256.436 eV, molar mass 700.85 g/mol. Number 4: maximum force 1.95 eV/Å, total energy -215207.878 eV, molar mass 647.32 g/mol.